1.
This record from OMol25 describes a cluster of 2 separate species, C2H7NO in total at a distorted geometry. The level of theory is wB97M-V/def2-TZVPD.

Each atom is followed by the atoms it is bonded to, with distances in Å.
CARTESIAN COORDINATES (ANGSTROEM)
1 C 0.895 -0.751 1.509  N3 1.433, H4 1.182, H5 1.142, H6 1.168
2 C -1.211 -1.370 1.227  N3 1.289, H7 1.099, H8 1.171
3 N -0.293 -0.621 0.718  C1 1.433, C2 1.289
4 H 0.913 -0.793 2.690  C1 1.182
5 H 1.468 -1.649 1.098  C1 1.142
6 H 1.441 0.210 1.130  C1 1.168
7 H -1.652 -0.803 2.059  C2 1.099
8 H -1.411 -2.472 1.568  C2 1.171
9 H 1.120 1.802 -2.581  O11 1.109
10 H -0.206 1.540 -3.460  O11 1.098
11 O 0.285 2.405 -2.994  H9 1.109, H10 1.098

Highest occupied orbital energy (alpha / beta)   -13.868 / -13.868 eV
⟨S²⟩   0.763
Multiplicity   2
Orbital gap (alpha / beta)   0.21819 / 0.21451 hartree
Lowest unoccupied orbital energy (alpha / beta)   -7.93 / -8.03 eV
Charge   +1


2.
This record from OMol25 describes an isolated molecule of C2H7NO2 at a distorted geometry. The level of theory is wB97M-V/def2-TZVPD.

Each atom is followed by the atoms it is bonded to, with distances in Å.
CARTESIAN COORDINATES (ANGSTROEM)
1 C -0.173 -1.266 0.055  N3 1.411, H6 1.110, H7 1.186, H8 1.065
2 C -0.539 1.018 0.619  N3 1.434, H9 1.079, H10 1.134, H11 1.036
3 N 0.347 -0.109 0.672  C1 1.411, C2 1.434, O5 1.416
4 O 2.239 -0.034 -0.771  O5 1.446, H12 1.015
5 O 1.722 0.208 0.557  N3 1.416, O4 1.446
6 H -0.267 -1.434 -1.038  C1 1.110
7 H 0.688 -2.039 0.314  C1 1.186
8 H -1.127 -1.567 0.420  C1 1.065
9 H 0.067 1.831 0.986  C2 1.079
10 H -0.945 1.272 -0.409  C2 1.134
11 H -1.346 0.959 1.266  C2 1.036
12 H 2.785 -0.879 -0.628  O4 1.015

Highest occupied orbital energy   -8.707 eV
SMILES   CN(C)OO
Multiplicity   1
Orbital gap   0.35213 hartree
Lowest unoccupied orbital energy   0.87 eV


3.
This record from OMol25 describes a cluster of 2 separate species, C2H7NO2 in total at a distorted geometry. The level of theory is wB97M-V/def2-TZVPD.

Each atom is followed by the atoms it is bonded to, with distances in Å.
CARTESIAN COORDINATES (ANGSTROEM)
1 C 1.021 0.026 0.375  C2 1.430, O5 1.344, H7 1.087
2 C 0.696 1.364 -0.011  C1 1.430, H10 1.085, H11 1.086, H12 1.236
3 N -1.972 -1.154 0.036  O4 1.399, H8 1.019, H9 1.019
4 O -0.811 -0.417 -0.223  N3 1.399
5 O 1.887 -0.656 -0.393  C1 1.344, H6 0.965
6 H 1.839 -1.597 -0.183  O5 0.965
7 H 0.883 -0.304 1.402  C1 1.087
8 H -2.728 -0.523 0.296  N3 1.019
9 H -2.271 -1.581 -0.840  N3 1.019
10 H 0.755 2.084 0.799  C2 1.085
11 H 1.160 1.701 -0.934  C2 1.086
12 H -0.459 1.057 -0.325  C2 1.236

Highest occupied orbital energy   -7.882 eV
Multiplicity   1
Orbital gap   0.31659 hartree
Lowest unoccupied orbital energy   0.73 eV


4.
This record from OMol25 describes a cluster of 2 separate species, C2H7NO2 in total at a distorted geometry. The level of theory is wB97M-V/def2-TZVPD.

Each atom is followed by the atoms it is bonded to, with distances in Å.
CARTESIAN COORDINATES (ANGSTROEM)
1 C -0.043 0.616 1.323  N2 1.341, O4 1.208, H5 1.114
2 N 0.370 0.781 2.589  C1 1.341, C3 1.456, H6 1.009
3 C 0.057 -0.098 3.706  N2 1.456, H7 1.081, H8 1.094, H9 1.089
4 O 0.018 1.442 0.444  C1 1.208
5 H -0.483 -0.384 1.108  C1 1.114
6 H 0.678 1.710 2.836  N2 1.009
7 H 0.932 -0.188 4.334  C3 1.081
8 H -0.353 -1.027 3.300  C3 1.094
9 H -0.737 0.357 4.298  C3 1.089
10 H 0.606 -1.708 -6.797  O12 0.965
11 H -0.782 -1.322 -6.256  O12 0.961
12 O -0.306 -2.014 -6.721  H10 0.965, H11 0.961

Highest occupied orbital energy   -9.823 eV
SMILES   CNC=O.O
Multiplicity   1
Orbital gap   0.39535 hartree
Lowest unoccupied orbital energy   0.94 eV


5.
This record from OMol25 describes a cluster of 2 separate species, C2H7NO2 in total. The level of theory is wB97M-V/def2-TZVPD.

Each atom is followed by the atoms it is bonded to, with distances in Å.
CARTESIAN COORDINATES (ANGSTROEM)
1 C 0.120 -0.766 -0.034  C2 1.500, N3 1.253, O5 1.358
2 C 1.503 -0.195 -0.126  C1 1.500, H10 1.084, H11 1.095, H12 1.093
3 N -0.500 -0.755 1.054  C1 1.253, H8 1.016
4 O -1.796 1.740 0.201  H6 0.953, H9 0.959
5 O -0.392 -1.288 -1.178  C1 1.358, H7 0.964
6 H -0.894 1.912 0.455  O4 0.953
7 H 0.190 -1.139 -1.932  O5 0.964
8 H -1.431 -1.159 1.003  N3 1.016
9 H -2.328 1.809 0.996  O4 0.959
10 H 2.168 -0.908 -0.599  C2 1.084
11 H 1.488 0.726 -0.718  C2 1.095
12 H 1.872 0.023 0.880  C2 1.093

Highest occupied orbital energy   -10.071 eV
SMILES   [H]/N=C(/C)O.O
Multiplicity   1
Orbital gap   0.39672 hartree
Lowest unoccupied orbital energy   0.72 eV


6.
This record from OMol25 describes a cluster of 2 separate species, C2H7NO2P in total at a distorted geometry. The level of theory is wB97M-V/def2-TZVPD.

Each atom is followed by the atoms it is bonded to, with distances in Å.
CARTESIAN COORDINATES (ANGSTROEM)
1 C -1.230 1.473 0.622  C2 1.498, H7 1.092, H8 1.091, H9 1.104
2 C 0.102 0.936 1.049  C1 1.498, H10 1.080, H11 1.083
3 N 0.034 -2.047 -0.999  P6 1.736, H12 1.011, H13 1.012
4 O 1.641 -0.466 -2.367  P6 1.483
5 O 2.600 -1.840 -0.414  P6 1.482
6 P 1.481 -1.087 -1.030  N3 1.736, O4 1.483, O5 1.482
7 H -1.246 1.678 -0.450  C1 1.092
8 H -2.028 0.765 0.849  C1 1.091
9 H -1.476 2.422 1.130  C1 1.104
10 H 0.099 0.331 1.944  C2 1.080
11 H 0.904 1.665 1.041  C2 1.083
12 H -0.144 -2.352 -0.051  N3 1.011
13 H -0.736 -1.478 -1.324  N3 1.012

Highest occupied orbital energy (alpha / beta)   -3.445 / -2.269 eV
Multiplicity   1
Orbital gap (alpha / beta)   0.27446 / 0.23242 hartree
Lowest unoccupied orbital energy (alpha / beta)   4.02 / 4.05 eV
Charge   -1


no.,calculated total energy (hartree)
1,-209.89007
2,-285.44477
3,-285.47090
4,-285.63382
5,-285.63059
6,-627.02949